# C31H47Cl2NO4OsP2SSi

A molecular structure, C31H47Cl2NO4OsP2SSi in a non-equilibrium geometry (the ωB97M-V functional and the def2-TZVPD basis, OMol25).

Output
* frontier orbital gap: 5.90 eV
* HOMO energy: -0.4992 Ha

The geometry in ORCA input format:
```
! RIJCOSX wB97M-V def2-TZVPD def2/J DEFGRID3
* xyz 2 1
Os -0.14080 0.30068 -1.04025
Cl -4.49770 2.54914 -0.39913
Cl -1.86694 6.77999 -2.42703
S 1.25480 1.03198 0.56525
P 1.69072 -1.12515 -1.60079
P -0.97879 -0.61990 -3.12005
Si 0.29877 -0.28101 1.98412
O -1.85992 1.14636 -0.83294
O -0.74612 -0.95459 0.85909
O -0.30790 0.56932 3.17593
O 1.32388 -1.43067 2.43132
N 0.23956 2.10872 -1.94251
C -1.39528 -3.00350 2.05572
C -1.61630 0.62814 -4.25722
C 1.25428 -2.54805 -5.93808
C -0.80138 2.98244 -1.77410
C 0.60455 2.73877 3.74331
C 3.36561 -0.42593 -1.58956
C 2.56763 -2.40602 -3.92997
C -1.91010 -1.81263 1.26476
C 0.51491 4.78524 -2.65549
C -3.03366 4.57296 -1.46261
C 1.52738 -1.72032 -3.29925
C 1.37867 2.56221 -2.43452
C -2.58051 -2.26679 0.00016
C 2.42730 -0.46166 4.39907
C 0.21876 -1.87675 -5.31392
C 3.48411 -2.25525 3.00994
C -2.25560 -1.89991 -3.10755
C 0.35745 -1.45771 -3.98997
C 2.18488 -1.72121 3.58468
C -0.66969 1.93654 3.53694
C -1.52750 2.54104 2.43525
C 1.76452 -2.60527 -0.57908
C -3.06750 3.21676 -1.06726
C 2.43147 -2.81296 -5.24538
C -1.95211 2.43478 -1.20612
C -1.88933 5.12193 -1.97747
C -2.87372 -0.97444 2.09233
C -1.45057 1.82980 4.83475
C 1.55785 3.90472 -2.78877
C -0.71709 4.33075 -2.14653
C 1.47783 -2.77740 4.41490
H -1.93483 -2.95776 -0.53705
H 4.18274 -2.47536 3.81601
H 1.49954 -0.10160 4.84067
H 1.14650 -2.86922 -6.96495
H -3.22349 -0.11670 1.51470
H 3.30953 -3.17803 2.45480
H 0.82104 -3.14754 -0.64955
H 2.51320 4.22279 -3.17936
H 1.21600 2.75515 2.83770
H -2.42684 -2.22451 -4.13478
H -1.65928 2.82523 5.22504
H 2.84945 0.32973 3.77480
H 3.51696 0.15855 -2.49694
H -0.69680 -1.68928 -5.86134
H -2.39623 1.30931 4.68103
H 3.49658 0.22061 -0.72423
H -1.91891 -2.74867 -2.52184
H 3.94481 -1.51809 2.34921
H 0.52201 -2.39849 4.78067
H -3.18485 -1.51899 -2.68930
H 2.57988 -3.24475 -0.92003
H 1.92431 -2.32385 0.46072
H 3.48755 -2.61701 -3.39930
H -2.42027 1.93798 2.26619
H -2.81832 -1.40620 -0.62423
H 4.10900 -1.22166 -1.55067
H 1.29599 -3.67423 3.82202
H -0.81686 1.30487 -4.55730
H 2.17589 1.84289 -2.55757
H -3.73304 -1.58580 2.36556
H -0.87110 1.28445 5.57964
H -2.40735 1.20335 -3.77282
H -2.22153 -3.68834 2.24438
H 3.12916 -0.67612 5.20389
H 0.62601 5.82379 -2.93654
H 2.08753 -3.04940 5.27594
H -2.40780 -0.61552 3.00788
H -2.03282 0.13580 -5.13519
H -0.98344 -2.69911 3.01702
H -1.83773 3.54601 2.72023
H -3.92397 5.17573 -1.35249
H -0.62098 -3.53528 1.50137
H 0.35254 3.76648 4.00213
H 1.19757 2.31764 4.55427
H -3.50761 -2.78424 0.24270
H 3.24105 -3.33793 -5.73351
H -0.96720 2.60819 1.49847
*
```